# 1
52
Properties=species:S:1:pos:R:3:forces:R:3:lowdin_charge:R:1 method="wB97M-V/def2-TZVPD" charge=+1 fmax_ev_per_a=1.2 spin_multiplicity=1 total_energy_ha=-1814.41266
C 0.958827 -4.055466 -0.753641 -0.27 0.17 -0.10 -0.135
C 0.659354 -4.013096 -2.266629 -0.06 -0.35 0.30 -0.809
I 1.593563 -2.337607 -3.230295 0.04 0.08 -0.08 0.944
C -0.839664 -4.162449 -2.545136 0.37 0.26 -0.01 -0.712
I -1.155903 -5.091528 -4.456635 -0.09 -0.12 0.00 1.038
C -1.770605 -2.942330 -2.426592 -0.83 -0.21 0.09 -0.369
B -3.251133 -3.378082 -1.899469 0.23 0.10 0.01 -0.593
N -4.229870 -2.326602 -1.767929 -0.12 -0.74 0.68 0.195
O -3.542187 -4.670182 -1.562813 -0.60 -0.04 -0.73 0.160
C -1.966780 -2.090026 -3.712190 0.24 0.30 -0.34 -0.175
N -1.986997 -0.697157 -3.204152 1.09 -0.44 -0.22 0.148
C -1.392017 -0.698909 -2.005128 -0.03 0.29 0.12 -0.435
N -0.914736 0.375563 -1.389434 0.02 0.04 0.36 0.245
N -1.319443 -1.907331 -1.437554 0.11 0.09 -0.28 0.158
H 1.812438 -3.440809 -0.477579 0.10 -0.16 -0.01 0.062
H 0.102639 -3.722396 -0.163006 0.01 0.02 0.04 0.073
H 1.132038 -5.090045 -0.455537 0.10 0.05 0.01 0.094
H 1.153843 -4.866321 -2.722182 0.10 0.15 -0.09 0.042
H -1.184962 -4.930382 -1.852660 0.03 0.06 0.02 0.077
H -5.156761 -2.741165 -1.715821 -0.02 0.08 0.05 0.094
H -4.136412 -1.791197 -0.909814 0.16 0.48 -0.34 0.093
H -3.367838 -5.357015 -2.220409 0.32 -0.03 0.28 0.093
H -2.882111 -2.325413 -4.248212 -0.15 0.08 0.23 0.119
H -1.149877 -2.167380 -4.429961 0.07 -0.21 0.11 0.047
H -1.571799 -0.023372 -3.837560 -0.60 0.29 -0.09 0.165
H -0.562881 1.184225 -1.872553 -0.36 0.07 -0.13 0.136
H -0.892337 0.388118 -0.378347 0.30 -0.06 -0.02 0.107
H -0.450155 -2.030885 -0.939307 -0.13 -0.22 0.31 0.113
F -0.858145 0.613750 2.040097 -0.01 -0.07 -0.10 0.028
C 0.487169 0.508755 2.233662 0.07 -0.03 0.00 -0.297
C 0.970341 -0.410593 3.139627 -0.06 -0.04 0.04 -0.015
C 2.347133 -0.505752 3.296276 0.03 0.02 -0.05 -0.068
C 3.202571 0.301020 2.555886 -0.01 -0.03 0.00 -0.077
C 2.684638 1.215889 1.650099 -0.01 -0.09 0.09 -0.075
C 1.310597 1.324667 1.490595 -0.02 0.12 -0.26 -0.044
H 0.286468 -1.026397 3.707752 0.00 0.01 0.01 0.120
H 2.752416 -1.217587 4.002360 0.00 0.01 0.02 0.111
H 4.272226 0.216934 2.687245 0.01 0.01 0.01 0.109
H 3.344918 1.848801 1.073578 0.00 0.03 0.02 0.113
H 0.876729 2.034417 0.796555 0.02 0.08 0.07 0.113
F 3.020113 4.057900 3.425333 0.02 -0.01 -0.02 0.051
C 2.117381 4.950049 2.965719 -0.02 0.02 0.00 -0.291
C 2.567938 6.086993 2.326326 0.05 0.01 -0.02 -0.015
C 1.629482 6.996751 1.859734 -0.03 -0.01 0.00 -0.080
C 0.272587 6.764555 2.040286 0.00 0.00 -0.01 -0.095
C -0.151246 5.612873 2.689315 0.04 0.03 -0.05 -0.084
C 0.775455 4.690944 3.155581 -0.09 -0.10 0.03 -0.027
H 3.629809 6.252349 2.205837 0.00 -0.01 0.01 0.119
H 1.962866 7.894119 1.356229 0.01 0.01 0.01 0.107
H -0.451773 7.482166 1.680192 0.00 0.01 0.00 0.102
H -1.207162 5.430761 2.838879 -0.01 0.00 0.01 0.105
H 0.469255 3.785874 3.663381 0.03 0.01 0.03 0.115

---

# 2
87
Properties=species:S:1:pos:R:3:forces:R:3:lowdin_charge:R:1 method="wB97M-V/def2-TZVPD" charge=+1 fmax_ev_per_a=0.8 spin_multiplicity=1 total_energy_ha=-20192.29225
N -1.801098 -4.822084 2.499354 -0.24 0.34 0.28 0.088
C -3.194394 -4.839231 2.845586 -0.16 -0.21 0.10 -0.321
C -4.109595 -5.873101 2.106968 0.26 0.32 0.57 -0.047
C -5.421180 -5.358309 2.558430 0.01 -0.56 -0.15 -0.027
N -5.361576 -4.111948 2.845825 -0.01 -0.07 0.14 0.169
C -4.013715 -3.582085 2.527075 0.14 0.07 -0.74 -0.330
N -3.661208 -2.353238 3.169805 -0.36 -0.11 0.36 0.102
H -1.258803 -4.901531 3.352203 0.11 -0.15 -0.09 0.019
H -1.541699 -3.920629 2.110953 0.09 -0.21 -0.29 -0.003
H -3.343962 -5.056470 3.908942 0.21 0.17 0.08 0.159
H -3.990216 -5.739758 1.026983 -0.04 -0.19 -0.06 0.149
H -3.961677 -6.905707 2.410706 0.03 -0.08 -0.24 0.132
H -6.294640 -5.981579 2.701974 -0.28 0.29 0.08 0.063
H -6.134982 -3.591905 3.246694 -0.04 0.10 -0.19 0.160
H -4.021873 -3.507440 1.424873 0.04 0.18 0.00 0.166
H -2.886254 -1.929448 2.671845 0.15 -0.06 0.17 0.084
H -4.415526 -1.676635 3.111711 0.01 0.01 0.00 0.092
C -9.134851 -4.918507 0.966747 0.07 -0.02 -0.02 -1.524
Cl -8.897512 -6.623516 0.616270 0.03 -0.02 0.00 0.549
Cl -8.927202 -4.604880 2.698949 -0.04 0.09 0.09 0.524
Cl -8.027731 -3.916500 0.026895 0.01 0.00 0.00 0.533
H -10.149719 -4.649591 0.703963 0.00 0.02 0.00 0.021
C 0.513984 -4.053075 -0.870674 0.01 -0.07 0.04 -1.552
Cl -0.381900 -2.838609 0.073210 -0.04 0.10 -0.03 0.513
Cl 2.183694 -4.106160 -0.339006 0.02 0.00 0.01 0.550
Cl -0.251801 -5.632569 -0.751849 -0.02 0.00 -0.01 0.547
H 0.487285 -3.736620 -1.905216 0.01 0.03 0.01 -0.056
C -7.229596 -7.977334 5.538721 0.08 -0.02 -0.01 -1.533
Cl -5.460574 -7.963671 5.636622 0.01 0.05 0.00 0.522
Cl -7.735483 -7.882751 3.839592 -0.07 -0.01 -0.02 0.514
Cl -7.916199 -9.380719 6.315157 0.03 0.05 -0.03 0.553
H -7.593699 -7.090576 6.040793 -0.01 0.00 -0.01 0.016
C -11.891144 -10.745895 7.352575 0.00 0.03 -0.01 -1.552
Cl -11.881112 -9.300258 6.336037 0.00 0.01 0.00 0.508
Cl -13.067495 -11.915015 6.775622 -0.01 -0.01 -0.01 0.545
Cl -10.278309 -11.459258 7.437006 -0.03 -0.10 0.05 0.503
H -12.173040 -10.445138 8.352702 0.00 0.00 0.00 0.013
C 1.056427 0.433308 -2.093708 0.05 -0.01 0.09 -1.521
Cl 1.343864 -1.226224 -2.624261 -0.08 0.05 -0.06 0.507
Cl 1.373958 0.589289 -0.362269 -0.02 0.01 0.03 0.517
Cl 2.046343 1.552288 -3.016697 0.00 0.04 0.02 0.543
H 0.015306 0.671573 -2.265917 0.00 -0.01 -0.01 0.017
C 3.598368 -3.767714 -4.929300 0.08 0.04 0.08 -1.523
Cl 4.751343 -4.721356 -4.004367 -0.07 -0.12 -0.05 0.526
Cl 1.934212 -4.200943 -4.483527 -0.02 0.02 -0.01 0.517
Cl 3.894810 -2.051721 -4.702137 0.01 0.01 -0.11 0.517
H 3.718003 -3.996822 -5.979747 0.00 -0.05 0.01 0.015
C 6.394213 -1.625813 -0.994735 -0.01 -0.01 0.01 -1.545
Cl 6.908381 -2.409553 -2.486030 0.05 0.07 0.05 0.517
Cl 7.290709 -0.137454 -0.712520 0.00 0.02 -0.01 0.540
Cl 4.652334 -1.319511 -1.010985 -0.01 -0.01 0.00 0.487
H 6.600308 -2.301617 -0.175575 0.01 0.00 0.01 0.011
C 3.578549 4.999474 -1.992266 -0.03 -0.14 0.06 -1.530
Cl 3.862206 4.410603 -3.625610 0.07 0.05 -0.07 0.522
Cl 4.703735 6.285426 -1.565267 0.01 0.02 0.07 0.522
Cl 1.904638 5.529210 -1.801700 -0.03 -0.07 0.01 0.508
H 3.743750 4.177643 -1.307511 -0.01 -0.01 0.00 0.012
C 8.726242 6.377614 -1.847386 -0.01 -0.01 0.01 -1.584
Cl 9.041502 4.842451 -2.650063 -0.02 -0.01 -0.02 0.525
Cl 8.913394 6.230860 -0.100683 0.00 0.00 0.01 0.529
Cl 9.770934 7.648687 -2.488078 -0.03 0.01 -0.03 0.529
H 7.701799 6.656111 -2.054385 0.00 0.00 -0.01 -0.067
C 2.588194 10.487199 -1.333318 0.01 0.00 -0.01 -1.537
Cl 1.528263 11.324014 -0.189479 -0.01 0.01 0.01 0.535
Cl 4.273240 10.615167 -0.831992 0.00 0.00 0.01 0.534
Cl 2.114765 8.805153 -1.520345 0.04 0.11 -0.04 0.489
H 2.486874 10.978401 -2.291856 -0.01 0.01 0.00 0.014
C 7.219172 7.682921 -5.732990 0.08 0.02 0.01 -1.540
Cl 7.861008 6.271249 -6.569358 0.01 -0.01 0.00 0.537
Cl 6.294146 8.706408 -6.823149 -0.03 -0.01 -0.01 0.526
Cl 6.237806 7.193490 -4.346435 -0.01 0.04 -0.04 0.511
H 8.055798 8.259723 -5.359279 0.00 0.00 0.01 0.000
C 1.363697 -3.336121 3.494298 0.05 -0.01 -0.07 -1.566
Cl 3.110900 -3.214000 3.530737 0.03 0.01 0.00 0.562
Cl 0.776576 -4.377685 4.802354 0.02 0.01 0.01 0.553
Cl 0.612928 -1.739573 3.585217 -0.07 -0.02 -0.03 0.520
H 1.079868 -3.787408 2.549964 -0.01 0.00 0.00 -0.039
C -1.510146 9.243554 1.059184 0.04 0.05 -0.01 -1.570
Cl -0.815989 7.823438 0.280687 -0.05 -0.08 0.02 0.502
Cl -2.707464 10.011002 0.019732 -0.01 0.01 -0.01 0.528
Cl -2.203448 8.831136 2.627229 -0.01 -0.01 0.01 0.526
H -0.707507 9.950715 1.222639 0.00 0.00 0.00 -0.026
C 7.639037 12.303127 -7.682270 0.00 -0.01 0.00 -1.559
Cl 5.921348 12.360382 -7.286202 -0.01 0.01 -0.01 0.513
Cl 8.591842 11.809878 -6.280392 0.01 -0.01 0.02 0.515
Cl 7.939269 11.242100 -9.055412 0.00 0.00 -0.01 0.522
H 7.949298 13.301663 -7.958885 0.01 0.01 0.01 0.010

---

Going through the records in order, we get orbital gap values of 8.34; 8.10 eV.
Going through the records in order, we get LUMO level values of -2.7; -3.8 eV.